# 1
Density functional theory data (the ωB97M-V functional and the def2-TZVPD basis) for a molecular structure, C36H51BrCaCl3F7N6NaO7PS2Si in a non-equilibrium geometry.

Cartesian coordinates (Å):
C: -1.151 2.597 5.164
C: -2.165 2.448 3.885
P: -1.678 1.102 2.621
C: -2.955 1.226 1.209
C: -3.784 2.641 1.144
Si: 0.404 1.382 1.881
C: 0.379 1.003 -0.005
C: 1.716 0.244 -0.581
C: 3.275 0.587 -0.194
N: 1.521 -0.767 -1.527
C: 0.970 3.154 2.363
C: 1.537 4.078 1.138
C: 1.265 5.721 1.272
N: 2.244 3.660 0.040
C: 1.455 0.027 2.839
C: 2.086 0.580 4.249
F: 0.465 -1.047 3.226
H: -0.716 1.563 5.513
H: -1.813 3.013 6.064
H: -0.298 3.405 5.012
H: -2.180 3.483 3.323
H: -3.272 2.252 4.252
H: -3.769 0.378 1.416
H: -2.542 1.018 0.134
H: -3.098 3.570 1.331
H: -4.700 2.549 1.867
H: -4.219 2.719 0.040
H: 0.095 1.984 -0.612
H: -0.528 0.248 -0.185
H: 3.835 -0.463 -0.103
H: 3.852 1.216 -0.993
H: 3.412 1.106 0.854
H: 0.505 -0.891 -1.730
H: 0.068 3.764 2.853
H: 1.818 3.152 3.202
H: 2.245 6.247 0.865
H: 1.265 5.928 2.447
H: 0.283 6.069 0.740
H: 2.467 4.491 -0.558
H: 2.239 -0.507 2.153
H: 3.152 1.097 4.121
H: 2.234 -0.272 5.050
H: 1.394 1.399 4.774
C: 2.435 -10.497 -3.388
N: 1.707 -9.390 -2.735
C: 1.772 -8.151 -3.272
C: 1.061 -7.091 -2.702
C: 0.268 -7.300 -1.570
C: 0.247 -8.593 -1.031
C: 0.974 -9.623 -1.626
C: -0.542 -6.224 -0.971
C: -1.930 -6.361 -0.846
C: -2.690 -5.365 -0.235
N: -2.098 -4.253 0.251
C: -0.763 -4.073 0.126
C: 0.032 -5.046 -0.484
C: -2.903 -3.226 0.941
H: 3.491 -10.221 -3.445
H: 2.006 -10.629 -4.385
H: 2.318 -11.414 -2.807
H: 2.383 -8.021 -4.162
H: 1.121 -6.109 -3.171
H: -0.336 -8.814 -0.138
H: 0.964 -10.633 -1.225
H: -2.439 -7.246 -1.226
H: -3.768 -5.458 -0.124
H: -0.343 -3.155 0.530
H: 1.106 -4.878 -0.550
H: -2.752 -2.275 0.425
H: -2.553 -3.175 1.976
H: -3.960 -3.502 0.918
C: 4.237 3.006 6.490
C: 2.730 3.185 6.573
N: 1.480 3.334 6.643
H: 4.657 3.714 5.771
H: 4.688 3.183 7.470
H: 4.474 1.988 6.167
C: 1.786 -2.760 -4.591
F: 1.639 -3.789 -3.707
F: 1.245 -1.658 -3.989
F: 3.128 -2.514 -4.673
S: 1.040 -3.097 -6.221
O: -0.383 -3.302 -5.938
O: 1.745 -4.286 -6.708
N: 1.431 -1.718 -6.897
S: 0.947 -1.626 -8.403
O: -0.499 -1.526 -8.619
O: 1.654 -2.474 -9.367
C: 1.575 0.056 -8.730
F: 2.928 0.149 -8.559
F: 1.032 0.987 -7.889
F: 1.318 0.490 -9.998
Br: -2.803 -1.948 3.568
C: 0.872 0.872 9.319
O: -0.084 0.930 10.077
O: 0.848 0.401 8.176
O: 2.012 1.275 9.578
C: -1.622 2.218 -9.425
Cl: -2.212 3.795 -9.961
Cl: -1.909 1.985 -7.696
H: -2.144 1.435 -9.981
H: -0.549 2.154 -9.619
C: -1.715 7.594 3.256
C: -2.287 6.965 2.150
C: -3.238 7.635 1.381
C: -3.610 8.938 1.712
C: -3.036 9.568 2.815
C: -2.091 8.895 3.590
H: -0.976 7.071 3.857
H: -1.991 5.952 1.888
H: -3.688 7.142 0.523
H: -4.348 9.462 1.109
H: -3.325 10.584 3.072
H: -1.648 9.384 4.453
Ca: -2.692 9.054 6.017
Cl: 2.656 -3.946 -10.365
Na: -5.394 -5.186 0.054

Cartesian forces, eV/Å:
C -0.80 0.32 0.65
C -0.16 1.66 0.05
P -0.95 -0.26 0.48
C -1.61 0.29 -0.83
C -0.33 -0.72 -1.06
Si -0.17 0.29 -0.17
C -0.02 -0.55 -1.24
C -1.12 -2.54 -3.43
C 0.15 -1.05 0.53
N 0.95 4.01 4.41
C 1.26 2.40 -0.01
C 1.48 0.77 -2.73
C 1.18 -1.07 1.22
N -2.80 1.46 4.18
C 0.23 -0.99 1.42
C 0.23 0.40 0.63
F 1.97 1.69 -0.82
H -0.78 2.08 -0.76
H 1.53 -0.93 -1.85
H -1.80 -2.01 0.13
H -0.14 -1.71 1.23
H 2.35 0.18 -0.79
H 1.84 1.67 -0.35
H -0.42 0.33 2.14
H -1.47 -1.77 -0.19
H 1.91 0.63 -1.22
H 0.80 0.02 2.34
H 0.92 -2.04 1.21
H 1.99 1.51 0.36
H -1.30 2.23 -0.36
H -1.51 -1.14 1.45
H -0.58 -0.83 -2.19
H 0.81 0.45 0.36
H 1.92 -1.37 -1.14
H -1.71 0.02 -1.75
H -2.31 -0.95 0.59
H -0.37 -0.16 -2.57
H 1.96 -0.66 1.08
H -0.30 -0.74 0.81
H -1.36 0.93 1.48
H -2.25 -1.11 -0.10
H -0.42 1.49 -1.83
H 1.39 -1.89 -1.30
C -0.14 0.40 0.01
N 0.36 -0.86 -0.05
C -0.66 1.62 0.34
C 1.23 -0.53 -0.84
C -0.64 0.77 0.36
C 0.20 -1.61 -0.36
C -1.12 0.97 0.93
C 0.49 -0.87 -0.42
C -1.34 0.28 0.82
C 1.34 -1.46 -0.74
N -0.93 0.49 -0.09
C 1.10 -0.88 -0.75
C -0.34 1.57 0.43
C 0.73 -0.61 -1.35
H -0.13 -0.19 -0.12
H 0.24 -0.11 0.10
H 0.00 0.25 -0.10
H -0.18 -0.07 0.18
H 0.03 -0.24 0.04
H 0.20 0.02 -0.21
H 0.11 0.24 -0.15
H 0.14 0.19 0.05
H 2.14 -0.19 -0.22
H -0.19 -0.14 0.02
H -0.29 0.04 0.00
H -0.09 -0.02 0.30
H -0.27 0.32 0.29
H 0.06 0.05 0.11
C -1.25 0.12 0.09
C -8.23 1.01 0.49
N 10.16 -1.06 -0.49
H -0.18 -0.07 0.09
H -0.21 -0.03 -0.12
H -0.17 0.14 0.07
C 1.43 1.72 2.02
F -0.19 0.31 -0.89
F 0.16 -1.31 -1.10
F -1.31 -0.48 -0.21
S -0.99 -2.58 0.30
O 1.60 0.60 -0.22
O -0.58 1.65 0.54
N -0.47 -0.74 -0.61
S -2.02 0.15 -1.04
O 1.90 -0.03 0.51
O -1.09 2.01 1.47
C 1.48 2.66 0.01
F -1.31 -0.49 -0.19
F 0.25 -1.12 -0.71
F -0.06 -0.90 1.08
Br -0.48 0.02 1.02
C -0.64 0.10 0.42
O -0.67 0.04 0.51
O -0.26 -0.74 -1.57
O 1.60 0.64 0.57
C 0.22 -0.40 -0.12
Cl -0.01 0.08 -0.14
Cl -0.05 -0.04 -0.06
H 0.06 0.25 0.22
H -0.32 0.11 0.14
C 0.06 -0.05 0.06
C -0.07 0.15 0.08
C 0.12 0.14 0.20
C 0.11 -0.09 0.13
C -0.07 0.09 0.01
C -0.21 -0.44 -1.12
H -0.06 0.02 -0.07
H -0.04 0.15 0.09
H 0.07 0.07 0.13
H 0.14 -0.06 0.13
H 0.03 -0.11 -0.05
H 1.15 0.40 -1.59
Ca -1.21 -0.39 2.03
Cl 1.15 -1.75 -1.04
Na -1.80 0.48 0.26

The total charge is 0. The total energy comes out at -9177.44187 a.u.

---

# 2
Density functional theory data (the ωB97M-V functional and the def2-TZVPD basis) for a molecular structure, C36H51BrN7O2SSi2Ti.

Cartesian coordinates (Å):
Ti: 0.477 0.473 -0.225
Br: -4.752 -0.317 -5.635
C: -3.252 -0.206 -4.489
C: -1.960 -0.214 -5.031
C: -0.862 -0.139 -4.209
C: -0.995 -0.054 -2.809
O: 0.070 -0.026 -2.059
C: -2.305 -0.033 -2.279
C: -2.560 -0.003 -0.875
N: -1.688 0.171 0.058
C: -2.113 0.140 1.406
C: -3.371 0.406 1.876
C: -3.641 0.342 3.258
C: -2.664 0.018 4.156
C: -1.352 -0.247 3.703
C: -0.283 -0.628 4.546
C: 0.938 -0.903 4.002
C: 1.132 -0.739 2.619
N: 0.167 -0.358 1.813
C: -1.083 -0.162 2.326
C: -3.420 -0.120 -3.137
H: -1.833 -0.284 -6.103
H: 0.136 -0.148 -4.626
H: -3.600 -0.171 -0.591
H: -4.165 0.705 1.204
H: -4.641 0.563 3.606
H: -2.880 -0.038 5.215
H: -0.450 -0.713 5.613
H: 1.771 -1.217 4.615
H: 2.105 -0.905 2.174
H: -4.418 -0.112 -2.713
C: 4.227 -0.871 -2.490
Si: 2.845 -1.591 -1.452
C: 1.628 -2.319 -2.655
C: 3.341 -3.006 -0.333
N: 2.233 -0.246 -0.411
C: 3.184 0.423 0.393
C: 4.498 0.013 0.625
C: 5.357 0.781 1.396
C: 4.912 1.970 1.952
C: 3.605 2.383 1.753
C: 2.720 1.614 0.992
N: 1.384 1.925 0.728
Si: 0.642 3.288 1.590
C: -1.231 3.290 1.495
C: 1.296 4.890 0.873
C: 1.032 3.124 3.424
H: 4.894 -1.661 -2.844
H: 4.831 -0.127 -1.972
H: 3.792 -0.399 -3.374
H: 2.094 -3.236 -3.032
H: 1.452 -1.666 -3.507
H: 0.677 -2.591 -2.202
H: 3.919 -3.745 -0.894
H: 2.430 -3.508 0.005
H: 3.916 -2.731 0.550
H: 4.874 -0.901 0.191
H: 6.375 0.450 1.552
H: 5.581 2.581 2.544
H: 3.279 3.313 2.197
H: -1.647 2.946 0.551
H: -1.563 4.323 1.642
H: -1.659 2.706 2.311
H: 0.782 5.140 -0.058
H: 2.365 4.832 0.663
H: 1.131 5.721 1.563
H: 0.107 3.187 4.001
H: 1.698 3.906 3.793
H: 1.503 2.163 3.645
C: -1.909 -3.580 2.778
N: -2.648 -3.737 1.536
C: -3.770 -4.665 1.648
C: -2.036 -3.507 0.343
S: -0.393 -3.183 0.218
N: -2.833 -3.561 -0.759
C: -2.246 -3.720 -2.083
C: -4.219 -3.108 -0.751
H: -2.616 -3.357 3.579
H: -1.191 -2.774 2.687
H: -1.360 -4.492 3.028
H: -3.526 -5.418 2.398
H: -3.943 -5.173 0.705
H: -4.688 -4.161 1.957
H: -1.399 -4.398 -2.032
H: -1.902 -2.769 -2.497
H: -3.006 -4.140 -2.741
H: -4.438 -2.580 0.176
H: -4.929 -3.929 -0.867
H: -4.364 -2.425 -1.591
C: 1.442 4.784 -3.182
N: 1.198 3.528 -2.487
C: 2.350 2.648 -2.333
C: 0.014 3.286 -1.945
O: -0.319 2.328 -1.238
H: 1.779 4.589 -4.200
H: 2.211 5.354 -2.659
H: 0.530 5.376 -3.217
H: 2.925 2.668 -3.257
H: 2.022 1.630 -2.145
H: 2.984 2.978 -1.508
H: -0.734 4.056 -2.173

Cartesian forces, eV/Å:
Ti -0.01 0.53 -0.15
Br 0.04 0.00 0.03
C 0.01 -0.01 -0.12
C -0.08 0.00 0.02
C 0.12 0.00 -0.02
C -0.07 0.04 -0.02
O -0.01 -0.20 0.26
C 0.03 -0.04 -0.03
C -0.05 0.01 0.05
N -0.06 0.04 -0.09
C 0.01 -0.07 0.08
C -0.03 0.00 0.00
C -0.02 0.00 0.04
C -0.01 0.01 -0.01
C 0.04 -0.02 -0.09
C 0.02 -0.01 0.01
C 0.01 -0.01 0.09
C -0.02 -0.01 -0.06
N 0.05 0.07 -0.21
C 0.09 0.06 0.00
C 0.00 -0.01 0.10
H 0.01 0.00 0.00
H -0.01 0.00 0.00
H 0.01 0.01 0.01
H 0.01 -0.01 0.00
H 0.00 0.00 -0.01
H 0.00 0.00 0.00
H 0.00 0.00 0.00
H 0.00 -0.01 -0.01
H -0.01 0.01 0.01
H 0.01 0.01 0.00
C 0.04 0.03 0.00
Si -0.08 -0.04 0.05
C 0.01 -0.01 -0.07
C 0.02 -0.03 0.05
N -0.03 -0.10 -0.14
C 0.05 0.08 0.11
C 0.01 -0.04 0.00
C -0.03 0.01 0.01
C 0.00 -0.02 -0.01
C -0.02 0.02 0.01
C 0.08 -0.08 -0.03
N -0.09 -0.08 0.06
Si -0.05 -0.06 0.04
C -0.01 0.00 -0.02
C -0.01 0.02 -0.04
C 0.02 0.04 0.04
H 0.00 -0.01 0.00
H 0.03 -0.01 -0.03
H 0.00 0.01 0.01
H 0.02 0.01 0.02
H -0.02 0.01 0.00
H 0.00 0.00 0.00
H 0.01 0.02 -0.01
H 0.01 0.00 0.02
H -0.01 -0.01 0.00
H -0.01 0.01 0.00
H 0.00 0.00 0.00
H 0.00 0.00 0.00
H 0.00 0.00 0.00
H -0.02 0.01 0.00
H 0.03 0.01 0.03
H -0.01 -0.01 -0.02
H 0.01 0.00 -0.01
H 0.00 0.03 0.00
H 0.00 0.00 0.01
H -0.01 0.01 0.00
H 0.02 -0.02 0.00
H -0.01 -0.01 0.01
C 0.03 0.04 0.04
N 0.02 -0.04 -0.04
C -0.06 0.01 0.02
C -0.10 0.01 -0.02
S 0.05 -0.01 0.07
N 0.00 0.03 -0.07
C -0.02 -0.02 0.05
C 0.04 -0.05 0.03
H -0.02 0.00 -0.01
H -0.02 -0.01 -0.01
H -0.01 -0.02 -0.02
H 0.01 0.00 0.00
H 0.02 -0.01 -0.01
H 0.01 -0.01 0.00
H 0.00 0.00 -0.01
H 0.01 0.06 -0.01
H -0.01 0.00 0.00
H 0.00 -0.02 0.00
H -0.02 0.00 0.01
H 0.01 0.02 0.00
C 0.00 0.01 -0.02
N 0.03 -0.04 0.02
C -0.03 -0.01 0.00
C -0.03 0.09 0.01
O 0.04 -0.19 0.02
H 0.00 0.00 0.00
H 0.00 0.00 0.01
H -0.01 -0.01 0.00
H 0.00 0.01 -0.01
H 0.01 0.00 -0.01
H -0.01 0.00 0.00
H 0.00 -0.02 0.01

The total charge is +1. The value obtained for the energy above the lowest of the compared OMol25 structures with the same formula, charge and spin is 0.00 kJ/mol. The total energy comes out at -6336.93146 a.u.

---

Asked for frontier orbital gap across the records above, the calculation gives 0.042, 0.233 hartree in order.
Asked for E_HOMO across the records above, the calculation gives -0.1806, -0.3586 Ha in order.